This record from OMol25 describes the molecule C10H11NO2 in a non-equilibrium geometry. The level of theory is the ωB97M-V functional and the def2-TZVPD basis.

XYZ file:
```
24
Properties=species:S:1:pos:R:3:forces:R:3
C -2.1942 1.7749 0.2377 0.481 0.477 0.022
C -0.8996 1.8351 -0.0888 -0.040 -0.047 0.069
C -2.9325 0.5393 0.1680 -0.008 -0.682 -0.120
C -0.2224 0.6407 -0.6743 -0.250 0.252 -0.059
C -2.3147 -0.6383 -0.0525 -0.633 0.099 0.037
C -0.8929 -0.6832 -0.2462 0.758 -0.336 0.143
C 1.3422 -0.9519 -0.1536 0.723 -0.257 0.217
C -0.0318 -1.7164 -0.0586 1.607 4.190 -0.826
C -0.1173 -3.1470 0.2699 -0.084 -0.097 -0.017
C 3.1167 1.7470 0.1386 0.265 -0.070 -0.274
N 1.2506 0.5476 -0.5295 -1.452 -3.219 0.085
O 2.4148 -1.4505 0.0470 -0.221 0.113 0.088
O 1.7879 1.3926 0.4629 -0.783 -0.391 0.290
H -2.7095 2.6511 0.6011 -0.001 0.131 -0.003
H -0.3204 2.7404 -0.0107 -0.008 0.158 0.030
H -3.9918 0.5745 0.3755 -0.095 -0.108 0.013
H -0.3876 0.7071 -1.7677 -0.093 0.018 0.172
H -2.8504 -1.5721 0.0275 -0.155 -0.070 -0.021
H -0.1076 -3.7442 -0.6440 0.007 -0.071 0.035
H -1.0311 -3.3649 0.8202 -0.005 -0.081 0.022
H 0.7490 -3.4303 0.8648 -0.007 -0.062 0.030
H 3.7866 0.8922 0.2609 -0.021 0.102 -0.023
H 3.3778 2.5375 0.8407 0.030 -0.030 -0.004
H 3.1781 2.1190 -0.8891 -0.014 -0.019 0.094
```
Positions in Å, forces in eV/Å.

Summary:
total charge = 0
highest occupied orbital energy = -8.3 eV
HOMO-LUMO gap = 8.089 eV
energy above the lowest of the compared OMol25 structures with the same formula, charge and spin = 96.8 kcal/mol
SMILES = CON1C(=O)C(C)=C2C=CC=C[C@H]21
LUMO level = -0.2 eV